The following is a DFT calculation (ωB97M-V with the def2-TZVPD basis set) of a structure of composition C38H31AsNO2OsS.

```
75
C38H31AsNO2OsS | the Open Molecules 2025 dataset | ωB97M-V with the def2-TZVPD basis set
Os -0.429 -0.113 0.209
C -1.020 -3.836 2.553
C -1.078 -2.373 2.236
O -0.829 -2.059 1.052
C -1.428 -1.410 3.252
C -1.618 -1.836 4.586
C -1.992 -0.962 5.570
C -2.212 0.382 5.240
C -2.046 0.833 3.953
C -1.630 -0.047 2.942
O -1.515 0.454 1.727
H -0.866 -4.397 1.636
H -1.929 -4.176 3.047
H -0.183 -4.023 3.229
H -1.455 -2.875 4.836
H -2.120 -1.303 6.587
H -2.516 1.080 6.010
H -2.215 1.867 3.686
S 0.296 1.717 -0.660
C -0.839 2.369 -1.874
C -0.417 3.492 -2.580
C -1.237 4.037 -3.556
C -2.467 3.458 -3.838
C -2.887 2.338 -3.133
C -2.082 1.798 -2.137
As -2.537 0.225 -1.117
C -2.995 -1.041 -2.507
C -2.243 -1.046 -3.681
C -2.469 -2.015 -4.649
C -3.445 -2.982 -4.446
C -4.196 -2.976 -3.279
C -3.971 -2.011 -2.306
C -4.182 0.571 -0.178
C -5.024 1.637 -0.466
C -6.182 1.820 0.277
C -6.499 0.944 1.304
C -5.654 -0.117 1.601
C -4.492 -0.298 0.866
H 0.550 3.930 -2.368
H -0.910 4.909 -4.106
H -3.098 3.875 -4.612
H -3.836 1.874 -3.373
H -1.502 -0.272 -3.858
H -1.894 -2.008 -5.565
H -3.626 -3.734 -5.202
H -4.965 -3.721 -3.126
H -4.570 -2.006 -1.404
H -4.780 2.336 -1.255
H -6.837 2.652 0.053
H -7.403 1.091 1.880
H -5.893 -0.794 2.410
H -3.819 -1.112 1.116
N 0.318 -1.515 -1.188
C 1.550 -1.118 -1.856
C 1.578 -1.124 -3.239
C 2.726 -0.718 -3.901
C 3.825 -0.313 -3.160
C 3.776 -0.319 -1.775
C 2.638 -0.729 -1.080
C 2.602 -0.696 0.410
C 3.789 -1.002 1.083
C 3.891 -0.880 2.456
C 2.798 -0.421 3.174
C 1.608 -0.145 2.516
C 1.456 -0.306 1.136
H -0.376 -1.782 -1.885
H 0.490 -2.338 -0.609
H 0.708 -1.453 -3.795
H 2.757 -0.718 -4.981
H 4.724 0.020 -3.661
H 4.631 0.030 -1.212
H 4.645 -1.351 0.519
H 4.818 -1.125 2.957
H 2.867 -0.280 4.245
H 0.781 0.223 3.109
```

## Properties
relative energy (zero: lowest compared OMol25 entry of this formula, charge and spin) = 0.00 kcal per mole
E_LUMO = -4.242 eV
net charge = +1
calculated total energy = -4396.37296 Ha
E_HOMO = -0.38906 hartree
Kohn-Sham gap = 6.3 eV